DFT (the ωB97M-V functional and the def2-TZVPD basis) results for C22H18BrNO7PtS3Sb as an isolated structure in a non-equilibrium geometry.

gap between HOMO and LUMO (spin up / spin down) = 7.06 / 5.94 eV
HOMO level (spin up / spin down) = -8.047 / -8.024 eV
multiplicity = 2
relative energy (zero: lowest compared OMol25 entry of this formula, charge and spin) = 0.0 kJ/mol
total charge = 0

Structure (XYZ):
```
54
Properties=species:S:1:pos:R:3:forces:R:3:lowdin_charge:R:1
Pt 0.315153 -0.319948 -0.023769 0.823 -0.486 -2.001 1.00
C 0.780669 6.547240 0.313839 -0.011 0.000 0.017 -0.07
O 2.052003 5.998221 0.628905 -0.008 -0.019 0.002 -0.06
C 2.205411 4.665556 0.513088 0.051 0.058 0.007 -0.27
C 3.505482 4.190429 0.819628 -0.042 -0.003 -0.003 0.00
C 3.752091 2.861102 0.712473 -0.007 -0.029 0.023 -0.02
C 2.761053 1.931949 0.292706 -0.082 -0.006 0.197 -0.11
C 3.126874 0.590383 0.012397 -0.021 0.076 -0.255 -0.36
C 4.482082 0.052605 0.387087 0.076 0.046 -0.192 0.00
O 2.369066 -0.206971 -0.606914 0.120 -0.045 0.795 -0.13
C 1.437395 2.412447 0.050575 0.068 0.137 0.100 -0.30
O 0.403794 1.697273 -0.250957 -0.578 0.068 0.293 -0.33
C 1.201921 3.805187 0.143830 -0.009 -0.064 -0.049 0.07
H 0.871623 7.618542 0.464747 0.006 0.001 -0.005 0.09
H 0.007888 6.149126 0.974286 0.002 0.001 0.001 0.10
H 0.514442 6.342873 -0.725078 -0.001 -0.002 0.000 0.10
H 4.265395 4.897830 1.117734 -0.003 0.004 0.005 0.12
H 4.749334 2.500899 0.926298 -0.007 -0.009 -0.006 0.11
H 5.267432 0.510092 -0.216598 -0.002 0.020 0.017 0.10
H 4.491863 -1.019335 0.208033 -0.009 -0.001 0.009 0.08
H 4.696831 0.260061 1.435096 -0.003 -0.006 0.000 0.10
H 0.196202 4.136782 -0.062882 -0.008 -0.004 0.024 0.12
S -4.172650 -0.092738 -2.438090 0.046 -0.059 0.015 -0.07
Sb -2.404979 0.720135 -1.080027 -0.160 0.134 -0.381 0.41
S -0.428067 -0.138233 -2.224056 0.037 -0.087 -0.361 0.04
S -1.867159 -1.137104 0.327869 -0.174 0.594 0.600 0.12
Br -0.797118 -5.627873 -1.930585 -0.017 -0.018 -0.010 0.80
C 0.139053 -4.505056 -0.749961 0.046 0.062 -0.058 -0.66
C 0.945823 -5.027761 0.242694 0.000 -0.039 0.020 -0.08
C 1.622699 -4.149254 1.072160 0.055 0.001 -0.013 -0.02
C 1.458589 -2.791543 0.897187 0.088 -0.004 -0.160 -0.09
N 0.663190 -2.305239 -0.066001 -0.495 -0.500 0.657 -0.17
C -0.001351 -3.135978 -0.878603 0.228 0.006 -0.111 -0.24
H 1.037883 -6.098109 0.366050 0.014 0.001 -0.009 0.11
H 2.264185 -4.510157 1.862735 0.000 0.000 0.000 0.12
H 1.945468 -2.062775 1.527286 -0.065 0.020 0.047 0.11
H -0.621533 -2.679072 -1.635327 -0.052 0.006 0.028 0.03
O 0.738898 -0.207943 2.001206 -0.237 0.175 0.315 -0.23
C -0.149990 0.591891 2.576496 0.202 -0.077 -0.286 -0.59
O -0.974695 1.238106 1.951318 0.075 0.063 0.694 -0.05
C -0.066947 0.636565 4.067977 0.053 -0.047 0.014 -0.13
C -0.884570 1.524667 4.750210 -0.004 -0.003 0.026 -0.01
C -0.870633 1.603272 6.144648 0.004 0.013 -0.019 0.02
C -0.014215 0.755202 6.800428 -0.009 0.014 0.016 -0.21
O 0.186124 0.635204 8.147424 0.018 -0.005 0.002 0.03
C 1.164092 -0.391380 8.315018 -0.007 0.001 0.006 -0.13
O 1.553359 -0.848761 7.022168 0.002 0.000 0.005 0.03
C 0.802592 -0.132924 6.123062 0.011 0.001 -0.009 -0.20
C 0.805971 -0.219294 4.758145 -0.008 0.028 -0.007 0.07
H -1.543077 2.157246 4.171719 0.002 -0.005 -0.009 0.12
H -1.500005 2.296241 6.684701 -0.007 -0.009 0.004 0.12
H 0.726238 -1.218270 8.878191 -0.007 -0.004 -0.006 0.14
H 2.032874 0.019068 8.832819 0.003 0.004 -0.003 0.14
H 1.442147 -0.908580 4.223713 0.003 -0.005 0.013 0.12
```
Forces are in eV/Å.